Record 1
Here is C23H45Cl3LaN2O6PSi as an isolated structure from the Open Molecules 2025 dataset. Energies are from ωB97M-V/def2-TZVPD.

ORCA input file:
```
! wB97M-V def2-TZVPD RIJCOSX def2/J DEFGRID3
* xyz 0 1
C -1.17674 2.50893 -3.81527
C -0.49571 3.29061 -2.72955
H -1.57635 3.15902 -4.61209
H -2.02047 1.91066 -3.42457
H -0.44639 1.79732 -4.22993
C -0.86403 4.53435 -2.38831
C -1.96204 5.29832 -3.03222
H -0.33197 5.08304 -1.61855
H -2.74839 4.64880 -3.44484
H -1.59543 5.93651 -3.85327
H -2.42805 5.96448 -2.29116
La -0.42255 -0.70726 -0.66409
Cl 1.08034 -2.05188 -2.55840
Cl -3.07150 -1.00429 -0.30380
H 0.80694 -5.60385 2.76221
H 1.40059 -6.91610 0.82248
C -0.04750 -5.15352 2.24419
C 0.57746 -6.48852 0.23809
N 0.19971 -5.19762 0.80074
H -0.20503 -4.12511 2.57240
C 0.19224 -4.09827 0.05189
O 0.05109 -2.93705 0.52178
H 0.89040 -6.35583 -0.80259
H 0.31488 -4.24216 -1.03912
H -0.92002 -5.77309 2.48220
H -0.26488 -7.18984 0.28250
H -2.71420 2.18501 -1.16106
H -2.12932 4.75110 0.63859
C -3.26466 2.16314 -0.20553
C -2.65487 4.04484 1.29964
N -2.42858 2.66834 0.87346
H -3.57671 1.12544 -0.00143
C -1.50949 1.92288 1.50773
O -1.23558 0.73434 1.24146
H -2.30017 4.17765 2.32910
H -0.96666 2.44038 2.31306
H -4.14541 2.81230 -0.27896
H -3.72523 4.26826 1.24858
O 0.02325 1.38634 -1.44635
C 0.58647 2.51690 -1.99937
C 0.74273 3.88049 0.12735
C 1.36515 3.32409 -0.98221
H -0.27502 3.56251 0.35869
C 1.36812 4.89494 0.85706
H 1.29030 2.16631 -2.77433
C 2.72342 3.54390 -1.17120
H 0.81465 5.40515 1.64690
C 2.67990 5.26127 0.54222
C 3.37785 4.52845 -0.42464
H 3.25381 2.98888 -1.94896
H 3.14331 6.10823 1.05645
H 4.42503 4.77539 -0.62348
Si -3.28634 -3.11795 -3.60973
Cl -2.36098 -1.21938 -3.84188
C -4.37783 -3.34988 -2.10350
C -1.74468 -4.14526 -3.30356
C -4.38557 -3.55825 -5.07509
H -3.97403 -2.77828 -1.25217
H -4.38618 -4.41343 -1.81913
H -5.41165 -3.01969 -2.25863
H -5.36674 -3.05711 -5.03359
H -4.57970 -4.64578 -5.03365
H -3.93922 -3.33064 -6.05148
H -1.05969 -3.62034 -2.62258
H -1.17590 -4.29438 -4.22822
H -1.98947 -5.12739 -2.87679
C 3.07993 2.40803 2.44345
O 1.72911 1.90892 2.46722
P 1.39735 0.31714 2.66646
O 2.86011 -0.19048 3.25030
C 3.09806 -1.40944 3.96601
O 1.50286 -0.29888 1.06378
C 2.75702 -0.57287 0.40414
H 2.99604 3.48987 2.55279
H 3.57536 2.17317 1.49086
H 3.66616 2.00891 3.27951
H 4.11716 -1.35963 4.37347
H 2.39695 -1.52849 4.80433
H 3.01514 -2.28085 3.29949
H 3.45127 0.27713 0.45671
H 3.22982 -1.48630 0.79227
H 2.53403 -0.75212 -0.65658
*
```

Summary:
- HOMO: -8.25 eV
- Energy: -3507.6689 Ha
- Molecular weight: 749.95 g mol⁻¹
- E_LUMO: 0.251 eV

Calculated atomic charges, method Löwdin, unit e:
1 C -0.052
2 C -0.237
3 H 0.080
4 H 0.066
5 H 0.088
6 C -0.124
7 C -0.106
8 H 0.094
9 H 0.070
10 H 0.082
11 H 0.068
12 La 1.562
13 Cl -0.217
14 Cl -0.028
15 H 0.091
16 H 0.092
17 C -0.017
18 C -0.036
19 N -0.174
20 H 0.089
21 C -0.297
22 O -0.208
23 H 0.096
24 H 0.092
25 H 0.097
26 H 0.094
27 H 0.083
28 H 0.086
29 C -0.056
30 C -0.043
31 N -0.162
32 H -0.031
33 C -0.304
34 O -0.255
35 H 0.094
36 H 0.137
37 H 0.091
38 H 0.090
39 O -0.447
40 C -0.401
41 C -0.060
42 C -0.170
43 H 0.083
44 C -0.089
45 H 0.140
46 C -0.029
47 H 0.107
48 C -0.114
49 C -0.092
50 H 0.117
51 H 0.102
52 H 0.102
53 Si 0.167
54 Cl 0.267
55 C -0.247
56 C -0.244
57 C -0.215
58 H -0.113
59 H 0.034
60 H 0.032
61 H 0.033
62 H 0.036
63 H 0.024
64 H -0.066
65 H 0.036
66 H 0.031
67 C -0.108
68 O -0.360
69 P 0.954
70 O -0.402
71 C -0.118
72 O -0.540
73 C -0.123
74 H 0.074
75 H 0.078
76 H 0.080
77 H 0.090
78 H 0.082
79 H 0.079
80 H 0.083
81 H 0.090
82 H 0.020


Record 2
Here is C23H45EuN2OP2 as an isolated structure from the Open Molecules 2025 dataset. Energies are from ωB97M-V/def2-TZVPD.

ORCA input file:
```
! wB97M-V def2-TZVPD RIJCOSX def2/J DEFGRID3
* xyz 1 8
Eu -0.02855 -0.41459 0.87789
P 0.01312 -2.27657 -1.38956
P 0.17878 2.50376 0.79742
N 1.39975 0.42347 -1.17925
C 1.57446 -1.88583 -2.27708
H 2.28863 -2.70156 -2.10398
H 1.34828 -1.85462 -3.35017
C 2.25323 -0.55368 -1.90229
H 3.13687 -0.76245 -1.26347
H 2.66293 -0.07124 -2.81154
C 1.98357 1.80162 -1.29437
H 1.47619 2.31058 -2.13171
H 3.05698 1.72642 -1.55097
C 1.85687 2.61288 0.00594
H 2.09252 3.67092 -0.19963
H 2.59400 2.24893 0.74041
C 0.49131 3.19211 2.49305
C 0.90688 2.04213 3.42874
H 1.84401 1.55462 3.11856
H 0.11610 1.27217 3.50325
H 1.06054 2.44346 4.43925
C -0.75857 3.75645 -0.18628
C -2.27055 3.58604 0.04830
H -2.81177 4.00693 -0.80945
H -2.60657 4.11124 0.95382
H -2.55300 2.52684 0.12960
C -1.22252 -2.73315 -2.68614
C -2.51330 -3.28352 -2.05946
H -3.29789 -3.30537 -2.82846
H -2.87364 -2.64626 -1.24080
H -2.39842 -4.30922 -1.68136
C 0.39482 -3.78918 -0.37100
C -0.69124 -4.03014 0.69311
H -0.23237 -4.52148 1.56332
H -1.47822 -4.69399 0.30846
H -1.18040 -3.11082 1.06458
C -2.86720 -0.39646 1.36329
C -0.26471 5.19691 0.03054
H 0.60161 5.27811 0.70217
H 0.03675 5.62518 -0.93596
H -1.06753 5.83468 0.42706
C -0.68149 -3.61098 -3.82362
H -1.48598 -4.23910 -4.23076
H -0.31059 -2.98483 -4.64449
H 0.13395 -4.27722 -3.52052
C 0.68385 -5.04682 -1.19051
H 0.96295 -5.85780 -0.50238
H -0.19813 -5.38732 -1.74926
H 1.52298 -4.91362 -1.88505
C -0.68884 3.97511 3.07480
H -1.62635 3.40341 3.03147
H -0.48464 4.18012 4.13453
H -0.84497 4.94375 2.58446
H 1.34645 3.87482 2.35904
H 1.32801 -3.50190 0.14849
H -0.54636 3.46118 -1.23002
H -1.45964 -1.73903 -3.11021
O -3.96913 -0.36724 1.68219
H 0.36736 0.50278 -1.60923
H -1.01068 0.54726 -1.35683
C 4.31720 -2.60185 5.28384
C 3.48310 -2.13095 4.13343
C 4.08260 -1.45506 3.06014
C 3.29505 -1.01758 2.00337
N 1.95280 -1.22720 1.98450
C 1.36625 -1.87667 3.02298
C 2.10455 -2.34045 4.10469
H 5.10346 -3.28835 4.94295
H 4.81426 -1.76016 5.78592
H 3.69617 -3.12338 6.02012
H 5.15616 -1.26553 3.04261
H 3.71832 -0.49127 1.14061
H 0.27266 -2.03195 2.96812
H 1.59114 -2.86014 4.92134
*
```

Summary:
- HOMO (spin up / spin down): -9.09 / -9.16 eV
- Energy: -2480.8977 Ha
- Molecular weight: 579.54 g mol⁻¹
- E_LUMO (spin up / spin down): -2.826 / -2.812 eV

Calculated atomic charges, method Löwdin, unit e:
1 Eu 1.109
2 P 0.918
3 P 0.916
4 N -0.289
5 C -0.306
6 H 0.082
7 H 0.082
8 C -0.292
9 H 0.096
10 H 0.113
11 C -0.279
12 H 0.114
13 H 0.113
14 C -0.330
15 H 0.088
16 H 0.076
17 C -0.572
18 C -0.149
19 H 0.057
20 H 0.056
21 H 0.083
22 C -0.548
23 C -0.133
24 H 0.086
25 H 0.066
26 H 0.035
27 C -0.546
28 C -0.117
29 H 0.087
30 H 0.064
31 H 0.067
32 C -0.571
33 C -0.139
34 H 0.080
35 H 0.076
36 H 0.024
37 C -0.035
38 C -0.115
39 H 0.061
40 H 0.082
41 H 0.079
42 C -0.113
43 H 0.085
44 H 0.077
45 H 0.050
46 C -0.120
47 H 0.086
48 H 0.073
49 H 0.073
50 C -0.108
51 H 0.079
52 H 0.083
53 H 0.068
54 H 0.106
55 H 0.090
56 H 0.096
57 H 0.097
58 O 0.072
59 H -0.069
60 H -0.074
61 C -0.033
62 C -0.245
63 C 0.000
64 C -0.103
65 N -0.119
66 C -0.172
67 C -0.006
68 H 0.098
69 H 0.099
70 H 0.085
71 H 0.129
72 H 0.112
73 H 0.090
74 H 0.127


Record 3
Here is C23H45HfN4O2P3 as an isolated structure from the Open Molecules 2025 dataset. Energies are from ωB97M-V/def2-TZVPD.

ORCA input file:
```
! wB97M-V def2-TZVPD RIJCOSX def2/J DEFGRID3
* xyz 4 1
P -3.03437 1.60130 0.10158
C -2.99500 2.05263 1.81505
H -3.47212 3.04128 1.92005
H -1.96344 2.10506 2.21290
H -3.57239 1.32253 2.40212
C -2.68857 3.03147 -0.90887
H -2.79071 2.80611 -1.97874
H -1.67343 3.40115 -0.70493
H -3.41725 3.80788 -0.63137
C -4.57131 0.82291 -0.36991
H -5.35695 1.59233 -0.41451
H -4.84092 0.07542 0.39030
H -4.48190 0.33542 -1.35053
P -0.59340 -3.49853 -1.20893
C -0.48395 -4.07338 0.50783
H -0.58711 -5.16895 0.53057
H -1.29229 -3.61655 1.09201
H 0.47977 -3.78673 0.94361
C -2.18362 -4.24743 -1.69612
H -2.38873 -4.07380 -2.75698
H -2.98977 -3.79745 -1.10342
H -2.14637 -5.32805 -1.50179
C 0.60074 -4.60713 -2.03584
H 0.28734 -5.64964 -1.88524
H 1.59761 -4.45262 -1.60737
H 0.64080 -4.38846 -3.10876
P 2.41997 0.77965 -1.58519
C 3.50910 0.69848 -0.14710
H 4.11278 1.61728 -0.10398
H 4.17708 -0.16667 -0.23159
H 2.93448 0.61022 0.78973
C 3.61389 0.35643 -2.90699
H 4.50437 0.99278 -2.79730
H 3.17719 0.50791 -3.90006
H 3.90336 -0.69686 -2.80736
C 2.25738 2.58468 -1.80931
H 3.25305 3.01805 -1.98261
H 1.81282 3.03302 -0.91084
H 1.60917 2.81068 -2.66454
Hf -0.33306 -0.65003 -2.06804
C -1.72354 0.30565 -0.30223
O -1.53702 -0.68765 0.45387
C 1.39768 -1.56962 -0.75371
O 2.17437 -2.10027 -0.04202
C 0.39901 -1.00358 -4.13689
C 0.32811 0.38835 -3.89762
C -0.88284 0.97175 -3.45634
C -2.02647 0.16213 -3.29321
C -1.93859 -1.23624 -3.44188
C -0.71953 -1.82509 -3.87742
H 1.32194 -1.43979 -4.53141
H 1.17640 1.03402 -4.12665
H -0.93238 2.04845 -3.28636
H -2.97451 0.61388 -2.99255
H -2.82462 -1.85586 -3.28014
H -0.67008 -2.89509 -4.09362
C 1.50155 -0.47781 3.22613
N 1.88509 0.72492 2.45361
C 2.59943 1.65740 3.36450
N 1.75665 2.05375 4.50926
C 1.38590 0.82620 5.24692
N 0.65149 -0.13014 4.38211
C -0.56103 0.53646 3.88457
N -0.22884 1.76144 3.09855
C 0.66244 1.39485 1.98479
C 0.51944 2.68120 3.99125
H 2.41504 -0.96523 3.59331
H 0.94243 -1.15876 2.56799
H 2.88164 2.55669 2.79978
H 3.49495 1.14547 3.74333
H 0.74138 1.10352 6.09340
H 2.30351 0.33857 5.60755
H -1.12356 -0.15702 3.24127
H -1.17623 0.83664 4.74586
H 0.94208 2.31336 1.44136
H 0.13417 0.72089 1.29736
H -0.12377 2.94684 4.84018
H 0.79404 3.57731 3.41759
*
```

Summary:
- HOMO (spin up / spin down): -17.59 / -17.59 eV
- Energy: -2343.3175 Ha
- Relative energy (zero: lowest compared OMol25 entry of this formula, charge and spin): 0.000 eV
- Molecular weight: 681.05 g mol⁻¹
- E_LUMO (spin up / spin down): -15.406 / -15.410 eV

Calculated atomic charges, method Löwdin, unit e:
1 P 0.860
2 C -0.145
3 H 0.102
4 H 0.042
5 H 0.095
6 C -0.157
7 H 0.056
8 H 0.081
9 H 0.101
10 C -0.141
11 H 0.105
12 H 0.094
13 H 0.058
14 P 0.810
15 C -0.204
16 H 0.096
17 H 0.068
18 H 0.052
19 C -0.217
20 H 0.048
21 H 0.069
22 H 0.090
23 C -0.206
24 H 0.091
25 H 0.063
26 H 0.049
27 P 0.842
28 C -0.220
29 H 0.096
30 H 0.077
31 H 0.018
32 C -0.205
33 H 0.095
34 H 0.047
35 H 0.070
36 C -0.217
37 H 0.089
38 H 0.054
39 H 0.043
40 Hf 1.278
41 C -0.338
42 O -0.068
43 C -0.180
44 O 0.148
45 C -0.089
46 C -0.153
47 C -0.110
48 C -0.102
49 C -0.123
50 C -0.136
51 H 0.177
52 H 0.128
53 H 0.156
54 H 0.136
55 H 0.161
56 H 0.146
57 C -0.152
58 N -0.141
59 C -0.142
60 N -0.066
61 C -0.126
62 N -0.070
63 C -0.154
64 N -0.131
65 C -0.207
66 C -0.131
67 H 0.142
68 H 0.109
69 H 0.133
70 H 0.143
71 H 0.144
72 H 0.143
73 H 0.114
74 H 0.144
75 H 0.122
76 H 0.070
77 H 0.143
78 H 0.135